1.
The following is a DFT calculation (the ωB97M-V functional and the def2-TZVPD basis) of 9 unconnected molecules or ions with the total composition C27H72O27S9 at a distorted geometry.

Calculated values
Structure (SMILES) = CCOS(C)(=O)=O.CCOS(C)(=O)=O.CCOS(C)(=O)=O.CCOS(C)(=O)=O.CCOS(C)(=O)=O.CCOS(C)(=O)=O.CCOS(C)(=O)=O.CCOS(C)(=O)=O.CCOS(C)(=O)=O
F_max = 1.8 eV/Å
Frontier orbital gap = 0.3741 Ha

```
135
Properties=species:S:1:pos:R:3:mulliken_charge:R:1
C -2.41 -5.94 -4.85 -1.17
C -3.03 -4.75 -4.21 0.41
O -4.12 -5.23 -3.36 -0.38
S -4.05 -4.99 -1.80 1.17
C -4.89 -3.45 -1.68 -0.91
O -4.86 -6.02 -1.23 -0.68
O -2.69 -4.84 -1.38 -0.46
H -1.43 -5.87 -5.34 0.24
H -3.14 -6.40 -5.52 0.36
H -2.18 -6.68 -4.08 0.27
H -2.32 -4.20 -3.57 -0.16
H -3.50 -4.04 -4.88 0.40
H -5.82 -3.48 -2.23 0.34
H -4.22 -2.70 -2.10 0.25
H -5.01 -3.24 -0.62 0.37
C 2.33 8.60 0.41 -1.14
C 2.42 7.24 1.10 -0.22
O 2.81 6.18 0.19 -0.35
S 1.62 5.45 -0.56 1.23
C 1.19 4.18 0.59 -0.77
O 0.51 6.35 -0.68 -0.65
O 2.14 4.88 -1.74 -0.63
H 1.32 8.73 0.05 0.33
H 2.90 8.50 -0.53 0.29
H 2.85 9.36 0.98 0.36
H 3.25 7.24 1.82 0.36
H 1.52 7.00 1.67 0.28
H 0.41 4.50 1.28 0.39
H 2.12 3.96 1.11 0.29
H 0.85 3.32 0.02 0.15
C -0.31 0.88 2.01 -0.39
C -0.58 -0.16 0.98 -0.54
O 0.58 -0.36 0.17 -0.29
S 0.42 -0.41 -1.40 1.58
C -0.49 -1.91 -1.57 -0.94
O -0.46 0.64 -1.76 -0.69
O 1.72 -0.57 -1.94 -0.62
H 0.25 0.55 2.89 0.29
H -1.24 1.20 2.52 0.10
H 0.12 1.79 1.61 -0.11
H -0.83 -1.12 1.45 0.34
H -1.50 0.04 0.42 0.45
H -0.77 -2.06 -2.62 0.23
H -1.39 -1.84 -0.96 0.37
H 0.10 -2.77 -1.27 0.20
C 4.28 -6.22 -0.73 -1.19
C 2.75 -6.11 -0.71 0.18
O 2.23 -6.93 -1.80 -0.28
S 0.71 -6.72 -2.18 0.99
C -0.11 -7.38 -0.76 -0.92
O 0.42 -5.33 -2.27 -0.33
O 0.37 -7.57 -3.26 -0.62
H 4.62 -6.59 0.23 0.32
H 4.72 -5.24 -0.90 0.33
H 4.57 -6.91 -1.52 0.30
H 2.37 -6.46 0.25 0.24
H 2.42 -5.09 -0.91 0.09
H 0.02 -8.45 -0.69 0.37
H -1.15 -7.11 -0.97 0.22
H 0.12 -6.83 0.15 0.34
C 4.55 4.68 6.37 -1.43
C 3.89 4.14 5.12 0.18
O 4.14 2.72 5.12 -0.28
S 3.72 1.86 3.86 1.17
C 3.63 0.29 4.63 -0.96
O 2.40 2.24 3.48 -0.36
O 4.81 1.88 2.95 -0.67
H 4.38 5.74 6.53 0.40
H 5.62 4.48 6.40 0.36
H 4.10 4.19 7.24 0.32
H 2.83 4.38 5.14 0.02
H 4.33 4.56 4.22 0.41
H 4.57 0.00 5.08 0.37
H 3.40 -0.40 3.82 0.37
H 2.82 0.32 5.36 0.23
C -3.59 2.27 4.12 -0.75
C -4.99 2.31 4.70 -0.39
O -5.69 1.14 4.28 -0.27
S -7.05 0.78 5.05 1.18
C -8.21 1.84 4.23 -0.86
O -7.34 -0.56 4.72 -0.60
O -6.89 1.20 6.41 -0.63
H -3.25 1.23 4.14 0.31
H -2.89 2.83 4.75 0.02
H -3.51 2.67 3.12 0.37
H -4.87 2.32 5.79 0.36
H -5.52 3.23 4.47 0.29
H -9.10 1.82 4.87 0.33
H -8.47 1.35 3.30 0.32
H -7.75 2.81 4.08 0.30
C -1.70 4.95 7.98 -0.83
C -0.63 4.31 8.85 -0.33
O 0.47 3.63 8.17 -0.38
S 0.16 2.40 7.22 1.27
C 0.16 3.27 5.64 -0.69
O 1.25 1.49 7.28 -0.62
O -1.17 1.96 7.51 -0.64
H -1.35 5.05 6.95 0.19
H -1.95 5.92 8.39 0.36
H -2.60 4.35 7.93 0.28
H -0.06 5.07 9.37 0.37
H -1.05 3.61 9.57 0.31
H 0.45 2.51 4.92 0.13
H 0.89 4.05 5.79 0.42
H -0.84 3.65 5.50 0.05
C 1.53 2.13 -4.22 -1.19
C 1.33 0.91 -5.10 -0.12
O 2.66 0.43 -5.45 -0.12
S 3.09 0.40 -6.97 1.06
C 4.57 -0.57 -6.78 -0.75
O 2.21 -0.39 -7.77 -0.55
O 3.37 1.75 -7.34 -0.66
H 1.88 1.90 -3.21 0.21
H 0.55 2.59 -4.06 0.37
H 2.26 2.78 -4.70 0.43
H 0.75 0.12 -4.63 -0.03
H 0.86 1.27 -6.02 0.50
H 4.20 -1.59 -6.75 0.21
H 5.08 -0.24 -5.88 0.31
H 5.15 -0.40 -7.68 0.35
C -1.34 -3.26 -9.27 -1.34
C -0.59 -4.19 -8.36 0.21
O 0.61 -3.50 -7.95 -0.28
S 1.34 -4.01 -6.67 1.17
C 0.65 -3.02 -5.39 0.10
O 0.95 -5.37 -6.45 -0.61
O 2.72 -3.70 -6.78 -0.66
H -2.32 -3.61 -9.57 0.39
H -0.76 -3.11 -10.18 0.32
H -1.42 -2.25 -8.85 0.32
H -1.23 -4.49 -7.52 0.01
H -0.28 -5.12 -8.84 0.32
H 1.03 -2.01 -5.50 -0.30
H 0.97 -3.49 -4.46 0.18
H -0.44 -3.13 -5.38 0.15
```

***

2.
The following is a DFT calculation (the ωB97M-V functional and the def2-TZVPD basis) of 9 unconnected molecules or ions with the total composition C27H72O9 at a distorted geometry.

Calculated values
Structure (SMILES) = CC(C)O.CC(C)O.CC(C)O.CC(C)O.CC(C)O.CC(C)O.CC(C)O.CC(C)O.CC(C)O
F_max = 3.1 eV/Å
Frontier orbital gap = 0.3853 Ha

```
108
Properties=species:S:1:pos:R:3:mulliken_charge:R:1
C -4.73 8.14 0.22 -1.45
C -3.78 7.97 1.32 0.69
C -3.40 6.49 1.51 -1.21
O -2.59 8.66 1.03 -0.57
H -4.28 8.22 -0.77 0.37
H -5.32 9.05 0.25 0.39
H -5.48 7.37 0.06 0.35
H -4.10 8.51 2.22 0.20
H -4.28 5.87 1.31 0.33
H -3.10 6.32 2.54 0.31
H -2.51 6.19 0.96 0.32
H -2.84 9.53 0.72 0.29
C -5.02 -2.67 -6.27 -1.23
C -4.14 -3.14 -7.43 0.35
C -4.94 -4.00 -8.56 -1.15
O -3.52 -1.93 -7.86 -0.52
H -5.57 -1.76 -6.47 0.33
H -4.49 -2.24 -5.42 0.34
H -5.71 -3.41 -5.87 0.32
H -3.45 -3.85 -6.99 0.26
H -4.24 -4.32 -9.33 0.31
H -5.71 -3.44 -9.10 0.30
H -5.43 -4.85 -8.09 0.33
H -4.29 -1.39 -8.04 0.36
C 7.37 -4.97 5.49 -1.21
C 6.86 -4.64 6.87 0.59
C 5.33 -4.85 7.00 -1.36
O 7.63 -5.25 7.92 -0.55
H 7.27 -6.05 5.44 0.29
H 8.45 -4.81 5.50 0.32
H 6.87 -4.41 4.70 0.35
H 7.07 -3.58 7.01 0.13
H 4.97 -5.88 7.07 0.38
H 4.80 -4.43 6.14 0.36
H 4.87 -4.36 7.85 0.38
H 7.06 -5.59 8.62 0.31
C 1.64 -0.80 1.64 -1.26
C 0.97 -1.12 0.30 0.51
C -0.41 -0.44 0.28 -1.27
O 1.80 -0.46 -0.68 -0.51
H 1.94 0.25 1.57 0.35
H 2.55 -1.40 1.66 0.29
H 1.05 -0.98 2.53 0.35
H 0.83 -2.19 0.15 0.22
H -0.83 -0.39 -0.72 0.38
H -0.46 0.57 0.68 0.30
H -1.17 -0.96 0.86 0.34
H 1.21 -0.52 -1.44 0.31
C -9.06 1.34 0.30 -1.19
C -10.22 0.91 -0.53 0.44
C -10.05 1.41 -1.97 -1.21
O -10.16 -0.54 -0.56 -0.55
H -9.42 1.03 1.28 0.33
H -8.98 2.42 0.32 0.32
H -8.07 0.88 0.26 0.30
H -11.07 1.31 0.03 0.23
H -10.08 2.50 -1.99 0.37
H -10.88 1.02 -2.55 0.32
H -9.19 0.90 -2.40 0.33
H -10.41 -0.91 0.29 0.32
C 3.36 7.11 2.93 -1.12
C 3.98 8.19 2.10 0.53
C 5.55 8.19 1.91 -1.24
O 3.42 8.13 0.76 -0.54
H 3.80 6.11 2.94 0.25
H 2.32 7.07 2.60 0.29
H 3.10 7.27 3.97 0.34
H 3.59 9.12 2.51 0.21
H 6.05 8.98 1.35 0.32
H 5.72 7.23 1.44 0.31
H 6.01 8.06 2.89 0.35
H 2.50 8.22 1.00 0.30
C 4.17 -3.48 -6.66 -1.27
C 2.66 -3.67 -6.42 0.44
C 2.24 -4.50 -5.21 -1.12
O 2.15 -2.38 -6.18 -0.56
H 4.31 -2.81 -7.50 0.29
H 4.81 -4.34 -6.85 0.36
H 4.61 -3.09 -5.74 0.29
H 2.14 -4.00 -7.32 0.33
H 2.84 -4.37 -4.31 0.28
H 2.14 -5.55 -5.48 0.34
H 1.20 -4.28 -4.97 0.29
H 1.30 -2.31 -6.61 0.31
C 8.93 1.45 -1.13 -1.27
C 8.56 0.44 -2.19 0.57
C 9.79 -0.11 -2.96 -1.24
O 7.86 -0.64 -1.53 -0.59
H 9.26 0.98 -0.21 0.32
H 8.03 1.97 -0.80 0.36
H 9.60 2.24 -1.46 0.34
H 7.86 0.88 -2.89 0.22
H 10.78 -0.03 -2.50 0.32
H 9.97 0.61 -3.77 0.34
H 9.73 -1.15 -3.27 0.33
H 6.95 -0.40 -1.39 0.31
C -5.62 -5.17 4.79 -1.37
C -5.15 -4.69 6.18 0.62
C -3.68 -4.33 6.22 -1.28
O -5.94 -3.58 6.52 -0.56
H -6.66 -5.47 4.91 0.33
H -5.14 -6.09 4.48 0.39
H -5.42 -4.46 3.99 0.34
H -5.37 -5.53 6.84 0.19
H -3.01 -4.79 5.50 0.33
H -3.23 -4.68 7.15 0.36
H -3.48 -3.27 6.09 0.34
H -5.72 -3.42 7.44 0.32
```

***

3.
The following is a DFT calculation (the ωB97M-V functional and the def2-TZVPD basis) of 10 unconnected molecules or ions with the total composition C27H74O13 at a distorted geometry.

Calculated values
Structure (SMILES) = CC(C)O.CC(C)O.CC(C)O.CC(C)O.CC(C)O.CC(C)O.CC(C)O.OCCO.OCCO.OCCO
F_max = 14.1 eV/Å
Frontier orbital gap = 0.3577 Ha

```
114
Properties=species:S:1:pos:R:3:mulliken_charge:R:1
C 23.33 26.99 13.58 -1.11
C 24.64 27.54 13.24 0.26
C 25.88 26.66 13.60 -1.42
O 24.75 27.54 11.76 -0.42
H 23.37 25.93 13.27 0.04
H 22.40 27.50 13.23 0.31
H 23.15 27.04 14.63 0.49
H 24.80 28.52 13.54 0.52
H 26.06 25.85 13.02 0.45
H 25.75 26.53 14.70 0.34
H 26.77 27.32 13.55 0.39
H 25.28 28.28 11.63 0.20
C 22.94 21.76 11.32 -0.45
C 22.37 23.16 11.62 1.30
C 21.54 23.72 10.51 -1.52
O 21.80 23.19 12.90 -0.11
H 23.85 21.25 11.87 -0.38
H 23.00 21.37 10.40 0.26
H 22.15 20.90 11.63 -0.19
H 23.32 24.02 11.64 -0.24
H 20.66 23.02 10.19 0.05
H 22.34 23.63 9.63 -0.06
H 21.16 24.64 10.65 0.94
H 20.91 23.26 12.80 0.04
C 26.32 22.84 6.65 -1.16
C 25.08 23.75 7.15 0.71
C 23.69 22.97 7.16 -1.34
O 25.32 24.10 8.45 -0.44
H 26.35 22.57 5.60 0.37
H 26.35 21.75 7.15 0.09
H 27.32 23.31 7.02 0.29
H 24.96 24.64 6.56 0.25
H 23.53 22.45 7.99 0.21
H 23.59 22.45 6.28 0.51
H 23.14 23.82 7.20 0.37
H 24.74 24.87 8.64 0.21
C 18.25 25.57 12.58 -1.36
C 18.14 24.19 13.13 0.94
C 16.67 23.87 13.19 -1.48
O 18.82 23.21 12.32 -0.30
H 19.30 26.04 12.64 0.09
H 17.57 26.30 12.74 0.63
H 18.23 25.81 11.52 0.17
H 18.72 24.30 14.11 0.15
H 16.04 24.05 12.22 0.27
H 16.45 24.57 13.99 0.46
H 16.44 22.80 13.58 0.39
H 18.18 22.60 12.08 0.12
C 20.23 18.04 12.46 -1.59
C 19.37 19.00 13.22 1.39
C 17.86 18.58 13.27 -2.28
O 19.87 19.00 14.54 -0.60
H 20.28 17.00 12.74 0.40
H 21.11 18.27 12.50 0.50
H 19.78 17.86 11.37 0.26
H 19.45 20.04 12.98 -0.08
H 17.67 17.50 13.49 0.43
H 17.47 18.43 12.45 0.80
H 17.22 19.03 13.92 0.47
H 20.81 19.27 14.28 0.33
C 24.55 21.08 14.93 -1.16
C 23.11 21.00 15.62 0.28
C 22.93 22.18 16.45 -1.40
O 22.14 20.77 14.66 -0.21
H 24.84 22.09 14.47 0.23
H 24.67 20.16 14.16 -0.13
H 25.22 20.77 15.68 0.71
H 23.11 20.25 16.29 0.69
H 22.10 22.04 17.09 0.39
H 22.44 23.06 15.87 0.12
H 23.74 22.79 16.65 0.50
H 22.22 21.43 14.04 -0.04
C 18.27 24.50 9.06 -1.59
C 18.31 23.71 7.68 0.23
C 19.70 23.49 7.23 -0.22
O 17.75 22.41 8.00 -0.54
H 18.70 23.96 9.81 0.06
H 17.37 24.67 9.35 0.88
H 18.54 25.54 8.91 0.56
H 17.62 24.30 7.01 0.30
H 20.35 23.34 7.84 -0.28
H 19.93 24.59 6.86 0.20
H 19.55 22.77 6.31 0.24
H 17.43 21.90 7.36 0.28
O 25.87 18.58 9.85 -0.60
C 24.55 18.92 9.56 1.24
C 24.36 18.66 8.12 -0.63
O 22.95 19.00 7.79 -0.50
H 25.99 18.31 10.82 0.35
H 23.70 18.54 10.28 -0.14
H 24.41 20.02 9.62 -0.39
H 24.67 17.78 7.53 0.30
H 25.10 19.24 7.54 0.09
H 22.50 18.23 8.18 0.32
O 21.69 28.73 7.03 -0.59
C 22.85 28.05 7.57 -0.81
C 22.53 27.43 8.98 -0.42
O 23.72 26.68 9.29 -0.36
H 21.44 29.42 7.59 0.29
H 23.01 27.44 6.78 0.42
H 23.69 28.65 7.40 0.41
H 21.66 27.01 9.10 0.64
H 22.50 28.33 9.66 0.33
H 23.66 26.68 10.18 0.00
O 26.32 18.55 12.60 -0.64
C 27.18 19.61 12.93 -0.59
C 26.86 20.95 12.12 0.41
O 27.62 22.05 12.58 -0.61
H 25.79 18.26 13.42 0.32
H 27.07 19.74 13.94 0.46
H 28.19 19.35 12.80 0.45
H 26.05 21.32 12.25 -0.38
H 27.06 20.73 11.02 0.35
H 27.60 22.65 11.89 0.31
```

***

4.
The following is a DFT calculation (the ωB97M-V functional and the def2-TZVPD basis) of 10 unconnected molecules or ions with the total composition C27H75NO10 at a distorted geometry.

Calculated values
Structure (SMILES) = COC[C@H](C)N.CC(C)O.CC(C)O.CC(C)O.CC(C)O.CC(C)O.CC(C)O.CC(C)O.CO.CO
F_max = 1.6 eV/Å
Frontier orbital gap = 0.3625 Ha

```
113
Properties=species:S:1:pos:R:3:mulliken_charge:R:1
C 1.08 2.01 2.83 0.14
O 1.39 2.24 4.18 -0.45
C 1.21 1.07 4.96 -0.38
C -0.25 0.81 5.32 2.28
C -0.75 1.85 6.31 -1.73
N -0.37 -0.56 5.84 -0.62
H 1.15 2.93 2.24 0.13
H 0.10 1.54 2.69 0.09
H 1.83 1.36 2.35 -0.17
H 1.72 0.21 4.51 -0.21
H 1.74 1.31 5.89 0.48
H -0.83 0.87 4.39 -1.25
H -0.07 1.97 7.16 0.37
H -1.74 1.63 6.70 0.45
H -0.78 2.86 5.88 0.36
H -1.35 -0.75 6.03 0.25
H 0.06 -0.60 6.76 0.29
C 3.16 -1.34 2.42 -0.60
C 3.07 -2.86 2.33 0.49
C 4.15 -3.55 3.16 -1.57
O 1.79 -3.31 2.76 -0.55
H 2.42 -0.92 1.74 -0.15
H 4.16 -1.01 2.12 0.30
H 3.02 -1.02 3.46 0.33
H 3.23 -3.13 1.28 0.20
H 4.01 -3.37 4.23 0.36
H 5.15 -3.20 2.91 0.37
H 4.07 -4.63 3.01 0.38
H 1.59 -2.91 3.61 0.37
C -2.53 0.10 -5.63 -0.49
C -1.01 0.24 -5.68 0.07
C -0.49 1.27 -4.66 -0.58
O -0.39 -1.01 -5.43 -0.68
H -2.86 -0.02 -4.59 -0.62
H -2.86 -0.75 -6.23 0.34
H -3.04 0.98 -6.02 0.52
H -0.75 0.58 -6.69 0.39
H -0.90 2.26 -4.88 0.49
H 0.59 1.27 -4.69 0.29
H -0.81 0.99 -3.65 -0.28
H -0.76 -1.32 -4.57 0.27
C 3.99 1.16 -0.31 -0.11
C 4.84 2.19 -1.05 0.05
C 3.98 3.14 -1.87 -1.07
O 5.55 2.93 -0.05 -0.56
H 3.28 1.62 0.37 -0.11
H 4.68 0.55 0.28 0.23
H 3.50 0.54 -1.07 0.11
H 5.51 1.67 -1.74 0.38
H 3.30 3.68 -1.21 0.14
H 3.39 2.61 -2.62 0.27
H 4.59 3.87 -2.40 0.42
H 6.41 3.18 -0.42 0.34
C 0.13 3.14 -1.15 0.41
C 0.10 4.61 -0.79 0.38
C -1.25 5.23 -1.11 -1.48
O 0.32 4.62 0.64 -0.45
H -0.62 2.57 -0.59 -0.30
H 1.08 2.70 -0.83 -0.53
H 0.03 3.02 -2.22 0.27
H 0.89 5.20 -1.26 0.28
H -1.37 5.19 -2.20 0.35
H -1.27 6.30 -0.89 0.46
H -2.07 4.70 -0.62 0.33
H 0.11 5.48 1.01 0.26
C -3.69 1.03 -1.33 -1.30
C -3.98 -0.37 -1.86 2.96
C -4.44 -1.35 -0.79 -1.95
O -5.04 -0.32 -2.82 -0.70
H -2.70 1.12 -0.88 0.07
H -4.45 1.31 -0.59 0.34
H -3.74 1.76 -2.14 0.39
H -3.07 -0.82 -2.29 -1.25
H -3.66 -1.55 -0.06 0.33
H -4.72 -2.30 -1.27 0.41
H -5.33 -0.99 -0.27 0.43
H -4.68 0.08 -3.63 0.41
C -2.62 0.39 2.13 -1.05
C -2.04 -0.95 2.59 0.79
C -3.07 -1.71 3.43 -1.69
O -1.71 -1.69 1.42 -0.19
H -2.79 0.98 3.03 0.47
H -3.56 0.20 1.60 0.54
H -1.92 0.90 1.47 -0.29
H -1.15 -0.75 3.21 0.05
H -4.09 -1.59 3.07 0.33
H -3.08 -1.31 4.45 0.37
H -2.80 -2.77 3.49 0.42
H -1.40 -2.57 1.66 0.18
C -2.15 -3.96 -3.57 -1.75
C -1.67 -3.17 -2.38 1.73
C -0.69 -3.94 -1.51 -1.29
O -1.06 -1.99 -2.92 0.40
H -1.30 -4.27 -4.19 0.33
H -2.71 -3.33 -4.26 0.38
H -2.71 -4.85 -3.29 0.43
H -2.53 -2.86 -1.77 -0.49
H -0.21 -3.24 -0.81 0.08
H 0.10 -4.41 -2.10 0.34
H -1.24 -4.68 -0.93 0.40
H -1.03 -1.28 -2.24 -0.32
C 0.66 -0.21 -0.34 -0.44
O -0.70 -0.38 -0.74 1.34
H 1.09 -1.21 -0.22 -0.03
H 1.20 0.35 -1.09 0.31
H 0.61 0.23 0.66 -0.46
H -1.18 -0.86 -0.03 -0.75
C 2.69 -2.65 -2.20 0.01
O 3.64 -2.81 -3.25 -0.57
H 3.11 -2.00 -1.43 0.04
H 1.76 -2.24 -2.60 -0.03
H 2.41 -3.64 -1.82 0.28
H 4.40 -3.26 -2.87 0.31
```